[1]
Below is a 15-piece molecular cluster, C46H93Cl4N2O21 overall, with properties calculated with ωB97M-V/def2-TZVPD.

Properties
Net charge ... -1
LUMO ... 0.74 eV
Spin multiplicity ... 1
E_HOMO ... -2.39 eV
Orbital gap ... 3.135 eV

CARTESIAN COORDINATES (ANGSTROEM)
1 C 23.48225 -20.32904 -18.59150
2 C 24.29117 -21.47969 -17.99048
3 N 23.50881 -22.72130 -17.89024
4 C 22.56608 -22.98088 -16.91776
5 C 22.07207 -24.23560 -17.21243
6 N 22.55918 -24.66087 -18.46253
7 C 23.51781 -23.73733 -18.81883
8 C 22.13127 -25.81415 -19.24791
9 H 22.56055 -20.05412 -18.07867
10 H 23.25525 -20.63244 -19.61351
11 H 24.07396 -19.41431 -18.55621
12 H 24.58610 -21.29067 -16.95830
13 H 25.18886 -21.67009 -18.57868
14 H 22.42362 -22.27361 -16.11410
15 H 21.31359 -24.78400 -16.67357
16 H 24.19070 -23.75188 -19.66346
17 H 21.80787 -26.64979 -18.62725
18 H 22.92941 -26.13047 -19.91950
19 H 21.19772 -25.56805 -19.75389
20 C 24.36796 -25.79733 -22.84558
21 C 22.99198 -25.86932 -23.00065
22 C 22.30845 -27.06747 -23.68596
23 O 21.02856 -27.06346 -23.84403
24 C 22.99175 -28.17284 -23.99286
25 C 24.40975 -28.30160 -23.70503
26 C 25.12280 -26.97933 -23.14211
27 O 26.37020 -27.11251 -23.07432
28 O 25.21431 -29.18747 -24.10547
29 O 22.40466 -24.80184 -22.60790
30 H 24.83544 -25.01034 -22.27243
31 H 22.53604 -29.03888 -24.44971
32 C 24.68854 -16.22616 -15.03856
33 C 23.54077 -17.22579 -14.81112
34 C 24.02646 -18.51233 -15.51333
35 O 25.09984 -18.09673 -16.40055
36 C 25.30849 -16.72509 -16.36784
37 H 25.37314 -16.38258 -14.20492
38 H 24.46678 -15.16685 -15.16813
39 H 22.53032 -16.95768 -15.11968
40 H 23.45946 -17.33043 -13.72921
41 H 23.21024 -18.94957 -16.08839
42 H 24.44767 -19.12888 -14.71926
43 H 24.90763 -16.25175 -17.26415
44 H 26.39576 -16.65026 -16.34935
45 C 28.63178 -19.38207 -17.22695
46 C 29.68471 -20.45698 -17.08312
47 C 29.02479 -21.76070 -17.47926
48 O 27.65666 -21.43443 -17.63429
49 C 27.34682 -20.15197 -17.12167
50 H 28.64243 -18.82162 -18.16177
51 H 28.64773 -18.67188 -16.40022
52 H 29.84482 -20.57723 -16.01167
53 H 30.70040 -20.34108 -17.46134
54 H 29.10090 -22.45386 -16.64150
55 H 29.40362 -22.29776 -18.34884
56 H 27.02274 -20.22785 -16.08374
57 H 26.56081 -19.62595 -17.66351
58 C 21.72799 -20.79332 -12.13725
59 C 22.95284 -21.53246 -11.57343
60 C 23.58885 -22.14728 -12.79719
61 O 23.28430 -21.23594 -13.86161
62 C 22.03635 -20.70108 -13.61501
63 H 21.50785 -19.80054 -11.74478
64 H 20.83076 -21.38783 -11.96515
65 H 22.62233 -22.34123 -10.92169
66 H 23.58132 -20.94966 -10.90004
67 H 23.27645 -23.16657 -13.02422
68 H 24.67521 -22.12336 -12.71141
69 H 21.36026 -21.29201 -14.23290
70 H 22.04837 -19.70147 -14.04945
71 C 26.41261 -24.43930 -16.01111
72 C 25.60363 -24.00040 -14.83133
73 C 25.36024 -25.31151 -14.07230
74 O 24.99497 -26.08165 -15.22364
75 C 25.78146 -25.73936 -16.38719
76 H 27.45237 -24.64036 -15.75309
77 H 26.47660 -23.72739 -16.83402
78 H 24.68169 -23.50873 -15.14181
79 H 26.11045 -23.27733 -14.19227
80 H 24.57836 -25.15585 -13.32898
81 H 26.24643 -25.72273 -13.58890
82 H 25.08416 -25.74491 -17.22495
83 H 26.54713 -26.50165 -16.53129
84 C 27.70075 -20.76669 -20.92112
85 C 26.35516 -20.11062 -21.29830
86 C 25.57281 -21.23649 -21.96494
87 O 25.90123 -22.30263 -21.17454
88 C 27.32509 -22.26676 -20.89305
89 H 28.15601 -20.49141 -19.96978
90 H 28.46053 -20.58160 -21.68045
91 H 26.44061 -19.19678 -21.88625
92 H 25.79398 -19.79750 -20.41788
93 H 25.78202 -21.34065 -23.02959
94 H 24.49832 -21.05466 -21.98763
95 H 27.89866 -22.81069 -21.64356
96 H 27.43986 -22.70312 -19.90082
97 C 18.55370 -27.09186 -20.95799
98 C 17.10357 -26.88827 -20.48633
99 O 16.98688 -25.85383 -19.49142
100 O 19.00235 -25.98192 -21.66064
101 H 18.60320 -27.94371 -21.63624
102 H 19.29172 -27.13224 -20.15688
103 H 16.72588 -27.79212 -20.00832
104 H 16.48220 -26.66042 -21.35241
105 H 17.61164 -25.95872 -18.77012
106 H 19.70496 -26.30287 -22.23068
107 C 18.43012 -25.35679 -16.58775
108 C 17.60561 -26.37126 -15.79728
109 O 18.33443 -27.59022 -15.55826
110 O 18.97027 -25.96917 -17.71655
111 H 19.18391 -24.87485 -15.96516
112 H 17.92262 -24.44331 -16.89774
113 H 16.65457 -26.53097 -16.30534
114 H 17.36934 -25.92650 -14.83061
115 H 19.07953 -27.36811 -14.99515
116 H 19.40220 -26.77317 -17.41888
117 C 21.77383 -27.52219 -14.89858
118 C 21.46938 -26.25354 -14.00114
119 O 20.08450 -26.13741 -13.92932
120 O 21.20828 -27.41122 -16.23073
121 H 21.27961 -28.37912 -14.44085
122 H 22.83576 -27.76317 -14.85045
123 H 21.89855 -25.31439 -14.35031
124 H 21.85420 -26.39621 -12.99136
125 H 19.84383 -25.24179 -13.68126
126 H 21.09164 -28.31234 -16.54052
127 C 19.80539 -21.02325 -18.72903
128 C 19.60507 -19.84369 -17.73352
129 O 20.18710 -19.99975 -16.48607
130 O 19.14497 -22.13828 -18.35086
131 H 20.83504 -21.31276 -18.93904
132 H 19.38892 -20.63694 -19.65931
133 H 18.55227 -19.59396 -17.60180
134 H 20.04755 -18.93903 -18.15055
135 H 19.53665 -20.46066 -15.95121
136 H 19.11541 -22.11900 -17.39151
137 C 24.49246 -28.87102 -17.01072
138 C 25.64415 -29.29109 -17.98696
139 O 25.21039 -29.22530 -19.35281
140 O 23.36648 -29.75248 -17.05389
141 H 24.04726 -27.90723 -17.25772
142 H 24.90585 -28.80689 -16.00419
143 H 26.06680 -30.26077 -17.72395
144 H 26.40988 -28.51889 -17.91305
145 H 24.49597 -29.85171 -19.49000
146 H 23.58542 -30.51165 -16.50861
147 C 22.13821 -30.94227 -20.52892
148 C 21.59073 -29.48422 -20.25049
149 O 21.34009 -29.17931 -18.91445
150 O 23.49407 -31.08650 -20.19388
151 H 21.93339 -31.33755 -21.52386
152 H 21.45658 -31.52035 -19.90497
153 H 20.58505 -29.40376 -20.66309
154 H 22.20156 -28.67190 -20.64434
155 H 22.18971 -29.18751 -18.46760
156 H 23.69139 -32.00270 -19.98591
157 C 22.58854 -17.75818 -21.47325
158 Cl 24.04523 -18.02455 -22.44485
159 Cl 22.96586 -16.90305 -19.91014
160 H 21.80244 -17.23174 -22.01456
161 H 22.17376 -18.76009 -21.36265
162 C 27.75797 -26.01265 -20.52284
163 Cl 26.20382 -25.92533 -19.66713
164 Cl 29.12385 -25.35807 -19.67643
165 H 27.99474 -27.03885 -20.80384
166 H 27.58935 -25.42316 -21.42404

=====

[2]
Below is a 17-piece molecular cluster, C46H97Cl8FN12O12 overall, with properties calculated with ωB97M-V/def2-TZVPD.

Properties
LUMO ... -0.15 eV
Spin multiplicity ... 1
E_HOMO ... -8.33 eV
Orbital gap ... 8.182 eV

CARTESIAN COORDINATES (ANGSTROEM)
1 C 4.84743 -3.42375 2.79808
2 C 3.93951 -2.82236 1.76199
3 O 4.24187 -2.65570 0.63422
4 N 2.75451 -2.30451 2.14233
5 C 2.03193 -2.40150 3.44532
6 H 5.40055 -4.15726 2.21147
7 H 4.29097 -3.88403 3.61453
8 H 5.51910 -2.67482 3.21771
9 H 2.33480 -1.77846 1.38919
10 H 2.46609 -1.75095 4.20453
11 H 2.02516 -3.45222 3.73525
12 H 0.99083 -2.12240 3.28309
13 C 3.33199 1.95938 4.02282
14 C 4.68543 1.62396 4.56255
15 O 4.94776 0.46709 4.92310
16 N 5.57671 2.58783 4.63635
17 C 6.97384 2.46183 5.08562
18 H 3.12866 1.15119 3.32027
19 H 3.24713 2.92789 3.53001
20 H 2.64461 1.95070 4.86871
21 H 5.33560 3.49325 4.25928
22 H 7.12305 1.62936 5.77324
23 H 7.29630 3.39728 5.54285
24 H 7.68179 2.22063 4.29271
25 C -1.83204 2.17648 -2.19226
26 C -1.60433 2.50469 -3.65701
27 O -1.47908 3.67031 -4.04490
28 N -1.57709 1.42183 -4.49969
29 C -1.42665 1.51138 -5.93529
30 H -0.87559 2.11249 -1.67341
31 H -2.42284 1.27428 -2.03387
32 H -2.41312 2.94980 -1.68986
33 H -1.71617 0.52082 -4.06504
34 H -0.77485 0.72864 -6.32329
35 H -0.94374 2.45748 -6.17985
36 H -2.41077 1.49230 -6.40354
37 C -3.76736 -0.70699 4.50357
38 C -2.55613 0.09891 4.03274
39 O -2.55653 0.58385 2.93679
40 N -1.55672 0.27157 4.88530
41 C -0.31845 0.99838 4.63727
42 H -3.91775 -1.45305 3.72326
43 H -4.64256 -0.05752 4.52156
44 H -3.61020 -1.11918 5.50031
45 H -1.64966 -0.05143 5.83773
46 H -0.31197 1.56473 3.70597
47 H 0.56910 0.39569 4.44458
48 H -0.19143 1.71702 5.44692
49 C -2.72534 -4.65828 3.95793
50 C -1.41267 -4.29189 4.52306
51 O -0.40429 -4.69022 3.99485
52 N -1.39683 -3.64174 5.67344
53 C -0.13895 -3.39702 6.34784
54 H -2.65602 -5.65303 3.51775
55 H -2.97592 -3.90818 3.20782
56 H -3.52865 -4.83904 4.67216
57 H -2.25192 -3.38766 6.14713
58 H 0.05754 -2.32592 6.30054
59 H 0.74361 -3.92891 5.99249
60 H -0.28228 -3.71594 7.38024
61 C -0.95279 -1.62405 0.93956
62 C 0.10711 -0.55507 0.68332
63 O 1.23166 -0.84051 0.33687
64 N -0.28347 0.69265 0.82555
65 C 0.53997 1.85995 0.64699
66 H -0.86076 -1.79297 2.01245
67 H -0.82534 -2.55900 0.39393
68 H -1.96841 -1.28231 0.74002
69 H -1.19264 0.81964 1.24671
70 H -0.03197 2.78215 0.74956
71 H 1.02794 1.86176 -0.32768
72 H 1.26803 1.82441 1.45740
73 C -2.54290 -3.17210 -2.24559
74 C -3.26382 -2.01225 -2.91699
75 O -2.67896 -0.99377 -3.24692
76 N -4.57010 -2.09638 -3.13138
77 C -5.42950 -1.17099 -3.87372
78 H -1.61074 -2.75344 -1.86624
79 H -2.32760 -3.89964 -3.02816
80 H -3.10541 -3.67800 -1.46089
81 H -5.08323 -2.70709 -2.51184
82 H -5.79542 -0.41403 -3.18003
83 H -6.23196 -1.78698 -4.27956
84 H -4.98284 -0.63432 -4.71073
85 C -7.42905 3.70200 -0.30905
86 C -6.81172 2.44758 0.28410
87 O -7.35470 1.90454 1.27324
88 N -5.73368 1.98785 -0.25004
89 C -5.02656 0.73958 0.10161
90 H -8.32883 3.40455 -0.84761
91 H -6.68724 4.05981 -1.02304
92 H -7.67732 4.48349 0.40909
93 H -5.51745 2.33033 -1.17526
94 H -5.44103 0.34258 1.02828
95 H -3.96256 0.96241 0.18132
96 H -5.11735 -0.07546 -0.61643
97 C 2.56661 -5.14508 -5.72928
98 C 3.65431 -4.80086 -4.68281
99 O 4.28300 -5.69460 -4.10967
100 N 3.75373 -3.50289 -4.43333
101 C 4.70025 -2.86438 -3.50222
102 H 3.14826 -5.61297 -6.52354
103 H 2.09585 -4.24149 -6.11660
104 H 1.89658 -5.91927 -5.35542
105 H 2.99417 -2.93035 -4.77302
106 H 4.38546 -3.07016 -2.47917
107 H 4.74193 -1.80874 -3.77055
108 H 5.67571 -3.33476 -3.62595
109 C 2.34934 0.29520 -5.99648
110 C 1.75051 -0.75490 -5.15294
111 O 1.83088 -1.85585 -5.57269
112 N 1.36373 -0.48395 -3.93000
113 C 0.78411 -1.44640 -2.97892
114 H 2.56105 -0.06263 -7.00407
115 H 3.26899 0.70125 -5.57521
116 H 1.59271 1.07076 -6.11520
117 H 1.48359 0.46393 -3.60251
118 H -0.21959 -1.16225 -2.66277
119 H 1.33755 -1.67498 -2.06812
120 H 0.62427 -2.41303 -3.45659
121 C -0.03538 5.24868 3.21584
122 C 1.20248 5.55314 4.04874
123 O 1.12370 5.50186 5.27571
124 N 2.40639 5.79963 3.52735
125 C 2.75235 5.46935 2.14286
126 H 0.02331 5.90656 2.34876
127 H -0.98369 5.48930 3.69637
128 H 0.07921 4.17445 3.07096
129 H 3.15344 6.01583 4.17177
130 H 3.65429 4.87543 2.29074
131 H 2.93001 6.30973 1.47183
132 H 2.08357 4.77443 1.63502
133 C 3.62507 3.63111 -4.03681
134 C 2.10833 3.38299 -3.92711
135 O 1.71989 2.43250 -3.26008
136 N 1.30927 4.21237 -4.62100
137 C 1.70456 5.21481 -5.63301
138 H 4.05234 3.37308 -5.00581
139 H 4.22098 3.15383 -3.25887
140 H 3.72314 4.70217 -3.85987
141 H 0.31035 4.14297 -4.48898
142 H 2.74032 5.55391 -5.65028
143 H 1.03670 6.05439 -5.44024
144 H 1.49966 4.83284 -6.63312
145 C -0.08504 6.21169 -1.84199
146 Cl -0.54426 7.24007 -3.24212
147 Cl 1.70790 6.12443 -1.78063
148 H -0.35451 6.78704 -0.95629
149 H -0.62563 5.26690 -1.89867
150 C -6.09951 -3.96767 1.17127
151 Cl -6.22228 -3.90201 2.90017
152 Cl -4.92149 -2.83734 0.49977
153 H -5.84456 -4.98804 0.88502
154 H -7.08235 -3.77394 0.74162
155 C -3.94430 3.75872 2.53723
156 Cl -5.37258 4.74061 2.82054
157 Cl -2.92648 4.37201 1.15245
158 H -3.34235 3.78844 3.44546
159 H -4.16153 2.70776 2.34640
160 C 4.21963 0.46774 -0.45140
161 Cl 4.22287 2.11008 0.28135
162 Cl 5.57815 0.21088 -1.53481
163 H 4.26056 -0.19530 0.41278
164 H 3.30584 0.27396 -1.01314
165 F -0.75015 -6.92826 -2.53088
166 C -0.27128 -6.17767 -1.55189
167 C 0.97833 -5.48017 -1.56139
168 C 1.37613 -4.76531 -0.43317
169 C 0.63832 -4.82827 0.72258
170 C -0.60368 -5.43398 0.74563
171 C -1.01437 -6.06870 -0.42874
172 H 1.61428 -5.38431 -2.42903
173 H 2.24575 -4.12527 -0.41062
174 H 0.94941 -4.20753 1.54980
175 H -1.23933 -5.19636 1.58580
176 H -1.96212 -6.58115 -0.35412

=====

| no. | electronic energy (Ha) |
| --- | --- |
| 1 | -5338.549090 |
| 2 | -7152.459176 |